Record 1
Density functional theory data (ωB97M-V/def2-TZVPD) for one molecule with the formula C16H20ClNO4.

Geometry as XYZ:
```
42
Properties=species:S:1:pos:R:3:forces:R:3:mulliken_charge:R:1
C 1.9279 2.4281 1.1864 -0.2 0.0 -0.1 -1.706
C 0.4417 2.5884 0.8739 -0.1 0.3 0.0 1.353
C 0.2441 3.1732 -0.5264 -0.1 -0.1 0.2 -1.524
C -0.2297 3.4891 1.9145 0.0 -0.1 -0.2 -1.812
N -0.1541 1.2513 0.9441 0.6 0.0 0.1 -0.031
C -1.4476 0.9684 0.7626 0.1 -0.8 0.2 0.538
O -2.3119 1.7562 0.4375 -0.4 0.1 -0.1 -0.673
C -1.8236 -0.4989 1.0143 -0.7 0.2 -0.3 -0.383
O -0.6994 -1.2679 1.4240 0.2 0.3 0.2 -0.314
C -0.7936 -2.6008 1.3458 0.1 -0.4 0.3 0.391
O -1.7869 -3.1902 1.0196 -0.1 0.0 0.0 -0.578
C 0.5451 -3.2313 1.6655 -0.1 0.0 -0.1 -0.433
C 1.4113 -3.2619 0.3897 0.1 0.1 0.2 -0.824
C 1.4480 -1.8690 -0.2147 0.2 -0.3 0.0 0.585
O 2.1843 -1.0211 0.2466 0.1 -0.1 0.0 -0.614
C 0.5272 -1.5522 -1.3316 -0.2 0.4 -0.4 0.584
C -0.4913 -2.3954 -1.7793 0.2 0.1 0.1 -0.260
C -1.3555 -1.9814 -2.7744 -0.1 0.1 -0.2 -1.074
C -1.2064 -0.7238 -3.3433 0.2 -0.2 0.3 0.428
Cl -2.2897 -0.2137 -4.5780 -0.1 0.1 -0.2 -0.219
C -0.1892 0.1242 -2.9254 -0.1 0.0 -0.1 -0.746
C 0.6632 -0.2948 -1.9279 0.1 -0.2 0.1 -0.305
H 2.0675 2.0936 2.2121 0.0 0.0 0.1 0.399
H 2.4406 3.3780 1.0620 0.0 0.1 0.0 0.445
H 2.3839 1.6963 0.5236 0.1 -0.1 -0.1 0.355
H -0.8131 3.1747 -0.7751 -0.1 0.0 -0.1 0.379
H 0.6142 4.1943 -0.5573 0.1 0.1 0.0 0.483
H 0.7801 2.5848 -1.2659 0.1 -0.1 -0.1 0.282
H -0.1249 3.0620 2.9095 0.0 0.0 0.1 0.380
H 0.2270 4.4748 1.9071 0.1 0.1 0.0 0.447
H -1.2870 3.5880 1.6864 -0.1 0.1 0.0 0.419
H 0.4698 0.4942 1.1806 -0.1 -0.1 0.0 0.247
H -2.2548 -0.9230 0.1005 0.1 0.1 0.1 0.229
H -2.5974 -0.5267 1.7896 0.1 0.0 -0.1 0.456
H 0.3907 -4.2448 2.0338 -0.1 0.1 0.0 0.384
H 1.0446 -2.6279 2.4235 0.0 -0.1 0.0 0.303
H 1.0290 -3.9994 -0.3121 0.0 0.0 0.0 0.316
H 2.4290 -3.5354 0.6735 -0.1 0.0 -0.1 0.427
H -0.6464 -3.3711 -1.3475 0.0 -0.1 0.0 0.272
H -2.1499 -2.6308 -3.1070 -0.1 0.0 0.0 0.432
H -0.0794 1.0977 -3.3761 0.0 0.1 0.0 0.439
H 1.4626 0.3442 -1.5848 0.0 0.1 0.0 0.521
```
Forces are in eV/Å.

2S+1 ... 1
Calculated total energy ... -1437.657127 hartree
Gap between HOMO and LUMO ... 9.27 eV
SMILES ... CC(C)(C)NC(=O)COC(=O)CCC(=O)c1ccc(Cl)cc1
Molar mass ... 325.79 g mol⁻¹
Energy above the lowest of the compared OMol25 structures with the same formula, charge and spin ... 0.000 eV

Record 2
Density functional theory data (ωB97M-V/def2-TZVPD) for a 2-piece molecular cluster, C16H20F3I3NO overall.

Geometry as XYZ:
```
44
Properties=species:S:1:pos:R:3:forces:R:3:mulliken_charge:R:1
C -2.0563 -4.7085 0.1707 -0.1 0.3 -0.1 0.020
C -1.1169 -4.1018 -0.2606 0.2 -0.1 0.2 -1.262
C 0.0621 -3.4236 -0.7074 -0.1 -0.1 -0.2 1.049
C 0.7997 -3.9173 -1.7923 0.0 0.0 0.0 0.030
I 0.2533 -5.6544 -2.7568 0.1 0.1 0.0 0.283
C 1.9121 -3.2010 -2.2194 0.0 0.2 0.3 -0.745
C 2.2491 -2.0360 -1.5718 0.1 -0.7 -0.5 -0.071
N 1.5441 -1.5742 -0.5246 -0.1 0.1 0.1 0.589
C 1.9921 -0.3261 0.1368 0.3 0.0 0.1 -1.349
I 3.2678 -0.8950 1.7845 0.0 0.0 -0.2 0.196
C 2.6544 0.6884 -0.7772 -0.1 0.3 0.5 -0.290
C 3.0603 1.9512 -0.0097 0.2 -0.3 -0.2 -1.435
I 1.1803 1.2106 -2.2506 0.0 0.0 -0.3 0.180
C 0.4579 -2.2440 -0.0699 -0.2 0.0 0.0 0.347
C -0.3589 -1.7393 1.0769 -0.3 -0.2 0.1 -1.148
C -0.1451 -2.5461 2.3779 0.0 0.2 -0.3 -0.620
C -0.4948 -1.7013 3.5772 0.0 -0.2 -0.1 0.728
F 0.4415 -0.7870 3.8420 0.4 0.4 0.0 -0.229
F -1.6393 -1.0372 3.3761 -0.4 0.2 -0.1 -0.273
F -0.6469 -2.4485 4.6621 0.0 -0.3 0.4 -0.269
H -2.9384 -5.1846 0.5305 0.0 -0.1 0.0 0.469
H 2.5083 -3.5433 -3.0500 0.1 0.0 0.0 0.436
H 3.1102 -1.4860 -1.9017 0.1 0.2 0.1 0.334
H 1.1270 0.1569 0.5680 0.1 0.0 0.1 0.644
H 3.5415 0.2973 -1.2600 -0.1 -0.1 -0.3 0.513
H 2.3378 2.2061 0.7610 -0.1 0.1 0.0 0.359
H 3.1761 2.7787 -0.7018 -0.1 0.1 0.0 0.474
H 4.0347 1.7874 0.4475 0.0 0.0 0.2 0.408
H -1.3958 -1.8790 0.7737 -0.1 0.1 0.0 0.661
H -0.2394 -0.6784 1.2603 0.1 0.0 0.0 0.339
H -0.8082 -3.4052 2.3931 0.1 -0.1 0.0 0.284
H 0.8872 -2.8723 2.4682 0.0 -0.1 0.2 0.366
C -1.4766 4.8377 -0.1774 0.0 0.1 -0.1 -1.043
C -2.5298 4.5682 -1.2410 0.1 -0.1 0.1 0.367
C -3.5027 3.4812 -0.8123 0.0 0.0 -0.1 -1.075
O -1.9110 4.2272 -2.4817 0.0 0.1 0.0 -0.507
H -0.8851 3.9336 0.0040 0.0 0.0 0.0 0.155
H -0.7943 5.6221 -0.5043 0.0 0.0 0.0 0.308
H -1.9322 5.1426 0.7652 0.0 0.0 0.0 0.366
H -3.0811 5.4867 -1.4439 0.0 0.0 -0.1 0.296
H -2.9681 2.5397 -0.6473 0.0 0.0 0.0 0.185
H -4.2493 3.3084 -1.5869 0.0 0.0 0.0 0.313
H -4.0153 3.7490 0.1122 0.0 0.0 0.0 0.362
H -1.4118 3.4172 -2.3392 0.0 0.0 0.0 0.253
```
Forces are in eV/Å.

2S+1 ... 1
Calculated total energy ... -1944.069001 hartree
Charge ... +1
Gap between HOMO and LUMO ... 7.53 eV
Molar mass ... 680.05 g mol⁻¹

Record 3
Density functional theory data (ωB97M-V/def2-TZVPD) for C16H20F3O3S as an isolated structure at a distorted geometry.

Geometry as XYZ:
```
43
Properties=species:S:1:pos:R:3:forces:R:3:mulliken_charge:R:1
C -1.4656 -0.8917 2.6999 -0.5 -0.1 0.7 -2.022
C -0.4924 -1.3050 1.5468 -1.1 0.9 2.1 2.228
C -1.3526 -2.4830 0.9375 -0.6 0.5 -0.6 1.238
C -1.1730 -3.8228 1.5693 -0.3 -0.8 0.0 -1.534
O -2.2402 -2.2737 0.1208 0.9 -0.3 1.1 -0.581
C 0.8357 -1.6890 2.2930 -0.1 -1.1 -0.2 0.466
C 1.3672 -0.7185 3.3165 0.2 0.3 0.4 -1.745
O 1.4094 -2.7582 2.1454 -0.5 1.1 0.4 -0.574
H -1.1550 0.0342 3.2009 0.0 -0.3 -0.3 0.383
H -2.4713 -0.7241 2.2921 0.3 0.0 0.1 0.479
H -1.5382 -1.6845 3.4583 -0.1 0.2 -0.1 0.466
H -0.1749 -4.2197 1.3660 -0.2 0.2 0.2 0.286
H -1.3343 -3.7715 2.6532 0.2 0.0 -0.2 0.260
H -1.9210 -4.4866 1.1273 0.1 0.1 0.1 0.480
H 1.0356 0.3147 3.1795 0.0 -0.3 0.0 0.456
H 1.0555 -1.0616 4.3168 0.1 0.1 -0.3 0.353
H 2.4621 -0.7638 3.2814 -0.2 0.0 0.0 0.385
C -1.0778 3.4417 -3.0223 -0.1 0.1 0.3 -1.853
C 0.2567 2.8224 -2.5140 -0.2 0.7 -0.1 1.813
C 1.1914 4.0067 -2.1403 -0.1 0.1 0.3 -1.665
C -0.0155 1.9340 -1.2604 0.0 0.6 -0.6 0.448
C 1.0097 1.6580 -0.3563 0.1 -0.4 0.4 -1.050
C 0.8670 0.6492 0.5928 -0.5 0.2 -0.3 -0.414
C -0.3549 -0.0389 0.7143 -0.1 1.0 -0.1 -0.210
C -1.4513 0.4195 -0.0357 0.2 -0.2 0.0 -0.535
C -1.2599 1.3350 -1.0672 0.1 -0.2 0.4 -0.620
O 0.8026 2.1144 -3.4836 0.5 -1.1 -0.5 -0.964
S 0.6742 -2.1040 -0.4004 1.3 -1.0 -4.3 -0.144
C 1.6706 -2.4692 -1.8893 -0.5 0.3 0.2 0.670
F 0.9287 -2.3465 -3.0308 1.0 -0.2 0.8 -0.224
F 2.7181 -1.6078 -1.9665 -0.5 -0.9 -0.3 -0.217
F 2.1471 -3.7370 -1.8222 0.2 0.5 -0.4 -0.230
H -1.6380 3.9527 -2.2310 -0.2 0.1 0.0 0.316
H -0.8378 4.1493 -3.8178 0.1 0.0 0.1 0.457
H -1.7005 2.6651 -3.4736 0.1 0.0 0.1 0.376
H 0.8219 4.5894 -1.2900 0.1 0.2 0.1 0.278
H 2.1978 3.6396 -1.9266 -0.1 0.0 0.0 0.349
H 1.2747 4.6545 -3.0159 -0.1 0.0 0.0 0.454
H 1.9637 2.1838 -0.4161 -0.3 -0.2 -0.1 0.110
H 1.7326 0.3626 1.1896 -0.2 0.0 -0.3 0.275
H -0.2418 -1.4986 -1.2251 0.6 -0.2 0.6 0.181
H -2.4331 -0.0220 0.1185 0.3 0.1 -0.2 0.183
H -2.0932 1.5511 -1.7350 0.2 0.1 0.2 0.191
```
Forces are in eV/Å.

2S+1 ... 1
Calculated total energy ... -1545.127726 hartree
Charge ... -1
Gap between HOMO and LUMO ... 5.50 eV
Molar mass ... 349.39 g mol⁻¹
Energy above the lowest of the compared OMol25 structures with the same formula, charge and spin ... 0.683 eV

Record 4
Density functional theory data (ωB97M-V/def2-TZVPD) for C16H20F4LaN3O6S as an isolated structure at a distorted geometry.

Geometry as XYZ:
```
51
Properties=species:S:1:pos:R:3:forces:R:3:mulliken_charge:R:1
La -0.7712 -0.0274 -0.3136 1.9 -1.7 0.2 1.039
C 1.3228 -0.8071 -3.3404 0.1 0.0 0.2 -1.118
C 2.0723 -1.4200 -2.1630 -0.1 0.0 -0.1 -0.750
N 1.9608 -0.6101 -0.9401 0.1 -0.1 0.0 0.923
C 2.5321 -1.3199 0.2204 -0.1 -0.2 0.1 -0.972
C 1.7696 -2.5701 0.6416 0.1 0.2 -0.1 -1.191
C 2.6590 0.6894 -1.0989 -0.2 0.3 0.0 -1.205
C 1.7016 1.8831 -1.0539 0.0 -0.3 0.2 -0.737
N 0.8008 1.6851 0.0749 0.7 0.5 -0.1 0.534
C 0.5008 2.6704 0.9398 0.1 0.5 0.5 -0.147
C -0.1969 2.2995 2.1154 0.1 -0.1 -0.3 0.463
F -0.4595 0.9507 2.2470 0.1 0.1 0.1 -0.353
C -0.6159 3.1698 3.0861 0.1 0.1 0.0 -0.010
F -1.2738 2.7006 4.1533 -0.1 -0.1 0.0 -0.314
C -0.3443 4.5210 2.9855 0.0 0.0 0.0 -0.551
C 0.3600 4.9270 1.8690 -0.1 -0.1 0.2 0.140
F 0.6393 6.2282 1.7197 0.1 0.1 0.0 -0.315
C 0.7831 4.0560 0.8864 -0.1 -0.2 -0.1 0.405
F 1.4323 4.5935 -0.1694 0.0 0.0 -0.1 -0.344
H 1.3674 -1.4841 -4.1931 0.0 0.0 0.0 0.451
H 1.7484 0.1486 -3.6451 0.0 0.0 0.0 0.328
H 0.2704 -0.6482 -3.0933 0.0 0.0 -0.1 0.153
H 3.1304 -1.5588 -2.4286 0.0 0.0 0.0 0.491
H 1.6464 -2.4020 -1.9622 0.0 0.0 0.0 0.247
H 2.5229 -0.6155 1.0532 0.0 0.0 0.0 0.466
H 3.5809 -1.5847 0.0214 0.0 0.1 0.0 0.362
H 0.7088 -2.3598 0.7846 0.0 -0.1 0.1 0.226
H 2.1703 -2.9261 1.5906 0.0 0.0 0.0 0.452
H 1.8608 -3.3768 -0.0843 -0.1 0.0 0.0 0.397
H 3.2354 0.7079 -2.0285 0.0 -0.1 0.0 0.373
H 3.3673 0.8126 -0.2786 0.0 -0.1 0.0 0.489
H 1.1307 1.9527 -1.9891 0.1 0.1 0.0 0.148
H 2.3077 2.7794 -0.9588 0.0 0.1 -0.1 0.534
H -0.6719 5.2257 3.7339 0.0 0.0 0.0 0.495
O -2.6829 -3.7081 -1.8631 -0.3 -0.2 0.2 -0.503
C -1.9563 -3.0355 -0.9990 0.4 0.0 0.0 0.502
O -0.8785 -2.5385 -1.2690 0.0 -0.1 0.0 -0.425
C -2.5666 -2.9705 0.3775 0.0 0.1 -0.1 -0.576
O -1.7374 -2.1640 1.1915 -0.1 0.1 0.1 -0.405
C -2.4847 -1.5031 2.2335 -0.2 0.2 -0.2 -0.583
C -3.3024 -0.3189 1.6378 -0.3 -0.5 0.5 0.769
O -4.4250 -0.1222 2.0492 0.1 0.1 0.0 -0.672
O -2.6692 0.3259 0.7196 -1.4 0.3 1.0 -0.457
H -2.3030 -3.6110 -2.7464 0.1 0.0 -0.1 0.399
H -3.5726 -2.5505 0.2830 0.0 0.0 0.0 0.445
H -2.6386 -3.9832 0.7845 -0.1 0.0 0.0 0.395
H -3.1519 -2.1988 2.7406 0.0 0.0 0.0 0.354
H -1.7467 -1.1301 2.9422 0.0 0.0 0.0 0.330
O -2.8160 -0.7639 -1.9379 -0.6 0.1 -0.5 -0.507
S -2.7763 0.6431 -2.4649 0.3 -0.3 0.2 0.194
N -1.5410 1.3390 -2.0608 -0.7 1.3 -1.5 -0.372
```
Forces are in eV/Å.

2S+1 ... 1
Calculated total energy ... -2066.728893 hartree
Gap between HOMO and LUMO ... 7.19 eV
Molar mass ... 597.32 g mol⁻¹
Energy above the lowest of the compared OMol25 structures with the same formula, charge and spin ... 0.537 eV

Record 5
Density functional theory data (ωB97M-V/def2-TZVPD) for a 2-piece molecular cluster, C16H20FN2 overall at a distorted geometry.

Geometry as XYZ:
```
39
Properties=species:S:1:pos:R:3:forces:R:3:mulliken_charge:R:1
F -4.4058 -0.7667 1.8613 0.7 0.9 -1.1 -0.298
C -3.7813 -0.1036 0.8272 0.0 -0.4 1.2 0.153
C -4.4675 0.0063 -0.3797 0.6 0.3 -0.2 -0.494
C -3.8252 0.6885 -1.4231 -0.2 0.4 0.2 -0.478
C -2.5295 1.1604 -1.2709 0.4 -0.2 0.0 -0.447
C -1.7871 0.9446 -0.0705 -0.7 -0.4 -0.3 0.404
C -0.3849 1.1583 -0.1193 -0.5 1.2 0.8 -0.778
C 0.5108 1.2824 0.9759 1.1 -0.8 0.3 0.765
C 1.6185 2.1791 0.8564 -0.3 -0.3 -0.2 -0.374
C 2.4893 2.3919 1.9129 0.1 0.0 0.1 -0.734
C 2.3368 1.6801 3.1129 -0.6 0.1 -0.5 -0.288
C 1.2922 0.7561 3.2298 -0.1 -0.3 0.2 -0.976
C 0.4333 0.5038 2.1654 -0.1 0.3 0.0 -0.240
C -2.5092 0.4177 1.0447 -0.2 -0.2 -0.4 -0.335
H -5.4676 -0.4065 -0.4905 0.2 0.1 0.1 0.477
H -4.3689 0.9003 -2.3420 0.2 -0.2 0.2 0.417
H -2.0404 1.7344 -2.0639 -0.2 -0.4 0.1 0.444
H 0.0168 1.4404 -1.0926 -0.1 0.1 0.1 0.404
H 1.7380 2.7109 -0.0897 0.0 0.0 0.3 0.402
H 3.2978 3.1176 1.8165 -0.2 -0.3 0.0 0.407
H 3.0207 1.8448 3.9405 -0.1 0.0 -0.1 0.432
H 1.1444 0.2239 4.1760 0.2 0.1 -0.5 0.393
H -0.2845 -0.3194 2.2117 0.3 0.4 0.1 0.720
H -2.0695 0.4204 2.0363 -0.3 -0.2 -0.2 0.815
C -0.6223 -1.4487 -1.9700 -0.2 -0.7 0.3 -0.769
N 0.4876 -1.9938 -1.2066 -1.4 -1.7 -0.5 -0.399
N 1.6959 -1.4092 -0.9387 2.2 1.8 1.4 0.486
C 2.6148 -2.3610 -0.2943 -0.2 0.0 -0.6 -1.021
C 2.3156 -0.6862 -2.0399 0.2 -0.7 0.1 -1.071
H -0.9426 -2.2036 -2.7189 0.1 0.6 0.2 0.365
H -1.4872 -1.2583 -1.3043 0.2 0.0 -0.4 0.197
H -0.3666 -0.5094 -2.4737 0.0 -0.4 0.1 0.221
H 0.3108 -2.7593 -0.5615 -0.3 0.5 -0.5 0.241
H 3.4858 -1.8245 0.1030 -0.3 -0.1 -0.1 0.297
H 2.1045 -2.8843 0.5265 0.1 0.3 -0.1 0.334
H 2.9714 -3.1287 -1.0120 -0.1 0.2 0.2 0.349
H 3.1678 -0.1225 -1.6322 -0.3 -0.1 -0.2 0.370
H 2.6931 -1.3800 -2.8191 -0.2 0.3 0.0 0.295
H 1.5942 0.0037 -2.4840 0.2 0.0 0.0 0.314
```
Forces are in eV/Å.

2S+1 ... 1
Calculated total energy ... -830.682727 hartree
Charge ... +1
Gap between HOMO and LUMO ... 3.65 eV
Molar mass ... 259.35 g mol⁻¹
Energy above the lowest of the compared OMol25 structures with the same formula, charge and spin ... 0.459 eV